Molecular formula: C25H51AsF6N6PSSr
Method: DFT, ωB97M-V with the def2-TZVPD basis set

Positions of all 92 atoms, in Å:
Sr: -0.985 1.379 -1.431
N: -3.431 1.861 3.164
C: -3.532 0.432 3.561
C: -3.976 -0.431 2.388
C: -2.975 -0.587 1.236
N: -2.910 0.577 0.309
C: -1.566 -0.909 1.772
C: -1.103 -0.070 2.982
N: -0.776 1.381 2.632
C: -2.172 -0.049 4.079
H: -4.285 2.169 2.710
H: -1.682 1.887 2.604
H: -3.354 2.439 3.997
H: -4.264 0.306 4.356
H: -4.924 -0.053 1.990
H: -4.191 -1.426 2.789
H: -3.314 -1.426 0.633
H: -2.962 1.439 0.852
H: -3.739 0.617 -0.281
H: -0.839 -0.860 0.956
H: -1.572 -1.942 2.128
H: -0.181 -0.492 3.371
H: -0.256 1.515 1.759
H: -0.189 1.820 3.349
H: -1.841 0.565 4.924
H: -2.286 -1.063 4.465
N: 2.506 4.063 -0.958
C: 2.017 3.503 0.150
S: 1.525 1.857 0.198
N: 1.908 4.286 1.229
C: 1.362 3.887 2.499
C: 0.306 4.620 3.019
C: -0.233 4.273 4.253
C: 0.280 3.195 4.959
C: 1.350 2.473 4.435
C: 1.898 2.824 3.207
H: 2.597 3.509 -1.790
H: 2.799 5.025 -0.988
H: 2.050 5.278 1.105
H: -0.103 5.451 2.453
H: -1.050 4.855 4.662
H: -0.128 2.938 5.930
H: 1.789 1.661 5.005
H: 2.756 2.289 2.817
F: -1.399 3.055 0.221
As: -1.932 4.317 -0.988
F: -3.201 4.681 0.041
F: -2.857 2.937 -1.679
F: -2.420 5.341 -2.222
F: -0.600 3.660 -2.024
F: -0.837 5.387 -0.296
C: -0.008 -3.987 -0.358
C: -0.054 -3.629 -1.855
C: 0.451 -4.831 -2.665
C: -1.541 -3.351 -2.205
P: 0.942 -2.043 -2.140
N: 0.023 -0.877 -1.577
C: 2.570 -2.068 -1.157
C: 3.501 -0.941 -1.650
C: 3.310 -3.403 -1.308
C: 2.286 -1.802 0.337
C: 1.257 -1.779 -3.976
C: -0.058 -2.028 -4.736
C: 1.615 -0.299 -4.216
C: 2.362 -2.671 -4.569
H: -0.747 -4.774 -0.174
H: -0.260 -3.131 0.272
H: 0.960 -4.384 -0.056
H: -0.132 -5.707 -2.365
H: 1.500 -5.056 -2.473
H: 0.314 -4.706 -3.738
H: -2.162 -4.097 -1.699
H: -1.743 -3.434 -3.271
H: -1.859 -2.364 -1.863
H: 3.867 -1.117 -2.658
H: 4.374 -0.917 -0.992
H: 3.017 0.032 -1.592
H: 3.534 -3.642 -2.347
H: 2.768 -4.239 -0.866
H: 4.265 -3.321 -0.778
H: 1.617 -0.955 0.466
H: 3.235 -1.561 0.827
H: 1.869 -2.670 0.847
H: -0.890 -1.478 -4.293
H: -0.316 -3.083 -4.792
H: 0.064 -1.674 -5.764
H: 0.831 0.353 -3.833
H: 1.677 -0.138 -5.295
H: 2.565 -0.002 -3.785
H: 2.192 -3.729 -4.377
H: 3.352 -2.407 -4.201
H: 2.374 -2.534 -5.655

As for the expectation value of S²: 0.75. As for the charge: +2. The spin multiplicity is 2. The HOMO energy (spin up / spin down) is -14.29 / -13.84 eV. The value obtained for the gap between HOMO and LUMO (spin up / spin down) is 9.5 / 7.3 eV. For the total energy, the calculation gives -4916.749199 Ha.

Molecular formula: C25H51ClMoO2P2Si2
Method: DFT, ωB97M-V with the def2-TZVPD basis set

Positions of all 84 atoms, in Å:
Mo: -0.450 0.013 0.087
C: -1.357 -0.013 2.131
C: -1.793 1.172 1.450
C: -2.550 0.722 0.288
Si: -1.385 2.843 2.208
C: -2.550 -0.701 0.270
C: -1.793 -1.181 1.421
Si: -1.396 -2.870 2.145
H: -0.821 -0.027 3.076
H: -3.034 1.376 -0.432
H: -3.042 -1.338 -0.459
Cl: 0.356 0.040 -2.265
C: -1.103 -2.785 3.987
C: -2.790 -4.048 1.788
C: -1.096 2.720 4.047
C: -2.779 4.032 1.882
H: -3.665 -3.719 2.369
H: -2.514 -5.056 2.130
H: -3.080 -4.101 0.732
H: -0.247 -2.145 4.233
H: -0.905 -3.798 4.363
H: -1.994 -2.396 4.499
H: -3.662 3.674 2.432
H: -3.051 4.136 0.826
H: -2.510 5.022 2.277
H: -1.991 2.329 4.551
H: -0.890 3.724 4.442
H: -0.247 2.068 4.284
C: 0.241 -3.375 1.334
C: 0.251 3.358 1.401
P: 0.367 -2.578 -0.304
H: 0.315 -4.474 1.283
H: 1.073 -2.995 1.951
P: 0.370 2.613 -0.261
H: 1.086 2.948 1.995
H: 0.334 4.457 1.382
C: 1.970 3.271 -0.942
C: -0.929 3.613 -1.226
C: -0.930 -3.554 -1.299
C: 1.967 -3.211 -1.000
C: 3.045 -2.128 -0.900
H: 1.742 -3.383 -2.067
C: 2.482 -4.513 -0.374
H: 2.740 -4.363 0.683
H: 3.398 -4.806 -0.906
H: 1.773 -5.346 -0.453
H: 2.747 -1.223 -1.443
H: 3.976 -2.513 -1.340
H: 3.242 -1.849 0.145
H: -1.873 -3.319 -0.780
C: -0.725 -5.074 -1.300
C: -1.016 -3.041 -2.738
H: -0.656 -5.517 -0.298
H: 0.166 -5.353 -1.881
H: -1.594 -5.530 -1.800
H: -1.234 -1.969 -2.786
H: -1.822 -3.584 -3.253
H: -0.080 -3.225 -3.283
H: -1.873 3.359 -0.715
C: -1.010 3.139 -2.679
C: -0.731 5.133 -1.182
H: -0.668 5.547 -0.167
H: -1.599 5.600 -1.672
H: 0.162 5.432 -1.751
H: -1.220 2.067 -2.756
H: -0.074 3.345 -3.217
H: -1.819 3.691 -3.180
C: 3.053 2.192 -0.875
C: 2.482 4.554 -0.277
H: 1.744 3.473 -2.003
H: 2.735 4.372 0.777
H: 1.773 5.388 -0.334
H: 3.401 4.862 -0.795
H: 3.222 1.858 0.160
H: 3.993 2.601 -1.275
H: 2.771 1.316 -1.470
C: 1.064 0.053 -6.081
H: -0.022 0.051 -6.208
H: 1.608 1.001 -6.107
H: 1.614 -0.890 -6.119
O: 3.329 -0.397 3.166
C: 2.350 -0.289 2.414
O: 2.252 0.170 1.228
H: 1.378 -0.656 2.816

As for the expectation value of S²: 2.01. As for the charge: 0. The spin multiplicity is 3. The HOMO energy (spin up / spin down) is -8.04 / -7.71 eV. The value obtained for the gap between HOMO and LUMO (spin up / spin down) is 7.5 / 7.4 eV. For the total energy, the calculation gives -2923.784768 Ha. The energy above the lowest of the compared OMol25 structures with the same formula, charge and spin comes out at 6.57 kJ/mol.

Molecular formula: C25H52F3N2O3P
Method: DFT, ωB97M-V with the def2-TZVPD basis set

Positions of all 86 atoms, in Å:
C: 2.730 -3.237 2.127
C: 1.423 -3.889 2.808
C: 0.977 -3.111 4.133
C: 0.173 -1.807 3.692
C: -1.121 -1.515 4.613
C: -2.411 -2.155 3.899
C: -2.927 -1.234 2.689
C: -3.877 -2.015 1.676
C: -3.159 -3.291 1.011
C: -3.893 -3.676 -0.370
C: -3.602 -2.589 -1.494
O: -2.252 -2.078 -1.377
C: -2.223 -0.661 -1.245
C: -2.509 0.112 -2.615
C: -2.987 1.611 -2.381
C: -1.812 2.628 -2.016
C: -1.637 3.830 -3.055
C: -0.076 4.109 -3.340
C: 0.790 4.243 -2.018
C: 2.362 4.429 -2.326
C: 3.189 3.074 -2.227
C: 4.265 3.060 -1.047
C: 5.582 3.938 -1.393
C: 5.761 4.951 -0.172
O: 6.173 4.272 1.042
C: 6.010 5.224 2.129
C: -0.764 -0.307 -0.659
F: -0.366 -1.403 0.132
F: 0.210 -0.199 -1.642
F: -0.800 0.777 0.199
N: -3.663 -5.094 -0.781
P: -2.397 -5.266 -1.987
N: -2.300 -7.024 -2.220
O: -0.878 -4.735 -1.401
H: 2.531 -2.199 1.730
H: 2.964 -3.901 1.231
H: 3.602 -3.296 2.844
H: 1.669 -4.970 3.082
H: 0.625 -3.861 1.993
H: 0.327 -3.834 4.732
H: 1.879 -2.889 4.789
H: 0.830 -0.886 3.584
H: -0.243 -2.020 2.652
H: -1.205 -0.383 4.702
H: -1.005 -1.965 5.655
H: -3.248 -2.145 4.676
H: -2.201 -3.220 3.566
H: -2.047 -0.749 2.150
H: -3.545 -0.409 3.183
H: -4.795 -2.377 2.250
H: -4.283 -1.296 0.888
H: -2.045 -3.164 0.888
H: -3.393 -4.163 1.710
H: -5.009 -3.592 -0.131
H: -3.876 -2.917 -2.544
H: -4.295 -1.706 -1.267
H: -2.949 -0.259 -0.459
H: -3.311 -0.423 -3.224
H: -1.597 0.152 -3.295
H: -3.781 1.665 -1.566
H: -3.486 1.998 -3.326
H: -2.028 3.099 -1.005
H: -0.839 2.051 -2.025
H: -2.120 3.539 -4.043
H: -2.143 4.793 -2.720
H: 0.328 3.318 -4.054
H: -0.024 5.115 -3.878
H: 0.468 5.114 -1.353
H: 0.725 3.318 -1.358
H: 2.748 5.116 -1.502
H: 2.528 4.974 -3.314
H: 2.522 2.163 -2.043
H: 3.751 2.853 -3.197
H: 3.819 3.377 -0.046
H: 4.632 1.990 -0.915
H: 5.354 4.470 -2.367
H: 6.481 3.254 -1.505
H: 6.520 5.766 -0.379
H: 4.736 5.426 -0.013
H: 5.243 4.866 2.891
H: 5.653 6.234 1.764
H: 7.007 5.406 2.651
H: -3.296 -5.557 0.074
H: -1.746 -7.243 -3.049
H: -1.898 -7.418 -1.362
H: -0.526 -4.185 -2.128

As for the charge: 0. As for the SMILES: CCCCCCCCC[C@@H](CO[C@H](CCCCCCCCCCCOC)C(F)(F)F)NP(N)O. The HOMO energy is -8.41 eV. The value obtained for the gap between HOMO and LUMO is 9.2 eV. For the total energy, the calculation gives -1959.809764 Ha.

Molecular formula: C25H52Ge2N6SeW
Method: DFT, ωB97M-V with the def2-TZVPD basis set

Positions of all 87 atoms, in Å:
W: 0.148 -0.576 -0.092
C: 2.980 -3.981 -0.053
N: 1.772 -3.364 -0.556
C: 0.534 -3.446 0.230
C: 1.796 -2.527 -1.604
N: 0.670 -1.797 -1.733
C: 0.357 -1.222 -2.986
C: 0.564 -1.870 -4.207
C: 0.367 -1.169 -5.407
C: -0.104 0.166 -5.372
C: -0.430 0.792 -4.131
C: -0.184 0.067 -2.992
N: -0.565 0.494 -1.627
C: -1.762 1.318 -1.514
N: -2.987 0.899 -1.958
C: -3.334 -0.502 -2.097
C: -3.775 1.804 -2.824
N: -1.700 2.582 -1.044
C: -0.441 3.289 -0.962
C: -2.852 3.365 -0.551
N: 2.871 -2.255 -2.385
C: 3.451 -3.417 -3.033
C: 3.528 -0.921 -2.503
H: 3.188 -4.911 -0.581
H: 2.948 -4.222 0.995
H: 3.862 -3.343 -0.246
H: 0.683 -3.872 1.218
H: -0.330 -3.917 -0.249
H: 0.357 -2.320 0.413
H: 0.788 -2.942 -4.219
H: 0.595 -1.611 -6.350
H: -0.288 0.735 -6.263
H: -0.860 1.817 -4.093
H: -2.517 -1.125 -1.745
H: -3.454 -0.735 -3.140
H: -4.254 -0.679 -1.540
H: -3.109 2.428 -3.441
H: -4.482 2.396 -2.284
H: -4.260 1.146 -3.530
H: 0.441 2.624 -1.043
H: -0.351 3.709 0.052
H: -0.358 4.102 -1.704
H: -3.702 2.724 -0.203
H: -3.220 4.080 -1.276
H: -2.503 3.912 0.306
H: 2.713 -4.229 -2.977
H: 4.425 -3.737 -2.543
H: 3.623 -3.215 -4.116
H: 2.951 -0.154 -1.990
H: 3.603 -0.622 -3.546
H: 4.493 -0.943 -2.042
C: 1.833 4.543 3.890
Ge: 1.616 2.550 4.159
C: 3.461 1.786 4.417
C: 0.297 2.390 5.642
C: 0.852 1.950 2.424
Se: 1.859 0.618 1.315
C: 2.720 1.840 0.005
H: 1.847 5.104 4.858
H: 0.982 4.910 3.302
H: 2.837 4.727 3.382
H: 3.938 2.242 5.286
H: 4.034 2.000 3.483
H: 3.482 0.682 4.619
H: 0.294 3.315 6.259
H: 0.627 1.507 6.280
H: -0.699 2.174 5.232
H: 0.468 2.713 1.699
H: -0.013 1.300 2.611
H: 2.757 2.902 0.361
H: 2.005 1.766 -0.841
H: 3.734 1.456 -0.239
C: -3.880 -0.446 2.835
Ge: -2.342 -1.680 2.380
C: -1.626 -2.517 4.004
C: -3.044 -3.198 1.296
C: -1.449 -0.573 0.982
H: -4.254 -0.631 3.861
H: -4.735 -0.660 2.152
H: -3.471 0.550 2.689
H: -2.450 -3.103 4.517
H: -1.173 -1.826 4.703
H: -0.842 -3.224 3.609
H: -3.709 -3.808 1.905
H: -2.211 -3.837 0.926
H: -3.626 -2.769 0.452
H: -2.006 0.425 1.081

As for the expectation value of S²: 2.03. As for the charge: +2. The spin multiplicity is 3. The HOMO energy (spin up / spin down) is -12.45 / -13.27 eV. The value obtained for the gap between HOMO and LUMO (spin up / spin down) is 6.8 / 7.6 eV. For the total energy, the calculation gives -7933.964542 Ha. The energy above the lowest of the compared OMol25 structures with the same formula, charge and spin comes out at 0.00 kJ/mol.